[1]
DFT (the ωB97M-V functional and the def2-TZVPD basis) results for a structure of composition C16H11Co2NO8S in a non-equilibrium geometry.

The energy relative to the best compared isomer or geometry (same formula, charge and spin) comes out at 140.2 kcal per mole. The LUMO energy is 0.1364 hartree. The value obtained for the total energy is -4436.42350 a.u. As for the net charge: -2.

Cartesian coordinates (Å):
O 1.249 -5.877 -0.689
C 1.107 -5.365 0.323
Co 0.859 -4.628 1.879
C -0.865 -4.974 1.987
O -1.977 -5.263 2.076
C 1.786 -5.865 2.713
O 2.363 -6.685 3.263
C 1.243 -2.755 1.046
C 0.355 -1.760 0.807
C -0.072 -0.713 -0.090
Co 0.421 -2.192 2.558
C -1.306 -2.086 2.614
O -2.463 -2.020 2.664
C 0.830 -0.781 3.516
O 1.061 0.146 4.183
C 0.741 -3.480 3.852
O 0.834 -3.811 5.003
H 2.283 -2.839 0.724
H -0.079 0.346 0.273
H 0.132 -1.002 -1.090
C 1.224 5.331 -3.677
C 0.405 4.375 -2.862
C 0.764 4.092 -1.542
C 0.012 3.212 -0.760
C -1.106 2.573 -1.317
S -2.153 1.567 -0.242
N -1.364 -0.263 -0.195
O -2.063 2.032 1.105
O -3.429 1.395 -0.902
C -1.488 2.865 -2.633
C -0.726 3.751 -3.394
H 0.834 5.407 -4.693
H 1.223 6.334 -3.238
H 2.270 5.011 -3.735
H 1.637 4.581 -1.106
H 0.275 3.047 0.284
H -1.402 -0.102 -1.239
H -2.395 2.424 -3.046
H -1.019 3.975 -4.420



[2]
DFT (the ωB97M-V functional and the def2-TZVPD basis) results for a structure of composition C16H11N4OS5Zr in a non-equilibrium geometry.

The energy relative to the best compared isomer or geometry (same formula, charge and spin) comes out at 0.0 kcal per mole. The LUMO energy is -0.1882 hartree. The value obtained for the total energy is -2948.38428 a.u. As for the net charge: +1.

Cartesian coordinates (Å):
Zr -1.456 -0.576 -2.272
S 0.837 -1.427 -2.087
C 0.894 -0.911 -0.396
N 2.052 -0.769 0.255
N 3.150 -0.926 -0.351
C 4.400 -0.803 0.297
C 4.469 -0.488 1.649
C 5.722 -0.379 2.228
C 6.871 -0.579 1.474
C 6.780 -0.893 0.126
C 5.538 -1.009 -0.475
N -0.141 -0.637 0.408
N -1.320 -0.708 -0.117
C -2.432 -0.334 0.679
C -3.648 -0.267 0.006
C -4.791 0.154 0.669
C -4.708 0.491 2.013
C -3.494 0.398 2.683
C -2.344 -0.012 2.027
H 3.162 -1.143 -1.351
H 3.573 -0.333 2.230
H 5.802 -0.135 3.279
H 7.842 -0.489 1.942
H 7.674 -1.050 -0.461
H 5.456 -1.256 -1.526
H -3.771 -0.549 -1.050
H -5.733 0.207 0.141
H -5.591 0.821 2.543
H -3.441 0.652 3.733
H -1.397 -0.072 2.543
O -6.092 2.938 -1.491
C -5.132 2.421 -1.968
S -3.464 2.948 -1.642
C -2.670 1.737 -2.630
C -3.475 0.843 -3.284
S -3.001 -0.602 -4.170
S -5.205 1.020 -3.066
S -0.915 1.718 -2.588